Formula: C2H4N2O3S
Source: the OMol25 dataset
Level of theory: ωB97M-V/def2-TZVPD

XYZ file:
```
12
Properties=species:S:1:pos:R:3:forces:R:3
C 2.15430 0.32634 -1.02728 -0.35 -0.20 0.24
C -0.38087 -1.03826 1.19746 -0.89 -0.39 -0.42
N -2.00288 1.14559 -0.15613 1.05 4.01 -0.75
N 2.71820 -0.35046 -0.26446 2.23 -1.58 2.31
O 1.55588 1.10976 -1.58576 -1.68 2.59 -2.43
O -0.12090 -0.59509 -0.00776 -0.41 0.64 -1.92
O -1.47689 -1.19183 1.62868 -0.37 -0.25 1.12
S -1.48780 -0.15502 -0.96541 0.76 -0.01 -0.37
H 0.57585 -1.26480 1.58930 1.02 -0.43 1.47
H -2.98226 1.08860 0.10971 0.52 0.44 0.33
H -1.53754 2.21448 -0.36693 -2.05 -4.14 0.58
H 2.98493 -1.28933 -0.15142 0.17 -0.70 -0.17
```
Positions in Å, forces in eV/Å.

For the HOMO energy, the calculation gives -8.982 eV. As for the calculated total energy: -811.98149 Eh. As for the energy above the lowest of the compared OMol25 structures with the same formula, charge and spin: 163.9 kJ/mol. The HOMO-LUMO gap is 9.58 eV. The SMILES is NSOC=O.N=C=O. As for the spin multiplicity: 1.

---

Formula: C3H5N3
Source: the OMol25 dataset
Level of theory: ωB97M-V/def2-TZVPD

XYZ file:
```
11
Properties=species:S:1:pos:R:3:forces:R:3
C -1.21140 0.08039 -0.21730 -1.27 -3.52 0.15
C -0.73627 1.21660 -0.77569 -0.61 2.32 -1.16
C 0.64525 1.28694 -0.56551 -1.82 -2.53 2.18
H 1.05751 -2.12215 0.35250 2.11 -0.63 -1.13
H 0.62579 -1.52947 1.87024 -0.56 -1.20 -2.50
H -2.23987 -0.45937 -0.27131 2.25 1.20 0.28
H -1.28036 2.05392 -1.26747 0.16 -1.14 0.46
H 1.16198 2.17697 -0.74521 1.51 0.59 -0.09
N 0.29218 -1.86676 0.88145 -3.36 3.11 3.14
N -0.06817 -0.55996 0.27512 0.04 -0.61 0.68
N 0.98877 0.19479 0.18803 1.57 2.43 -2.00
```
Positions in Å, forces in eV/Å.

For the HOMO energy, the calculation gives -9.355 eV. As for the calculated total energy: -281.49550 Eh. As for the energy above the lowest of the compared OMol25 structures with the same formula, charge and spin: 248.2 kJ/mol. The HOMO-LUMO gap is 10.51 eV. The SMILES is Nn1cccn1. As for the spin multiplicity: 1.

---

Formula: C29H38BaN2O2P3
Source: the OMol25 dataset
Level of theory: ωB97M-V/def2-TZVPD

XYZ file:
```
75
Properties=species:S:1:pos:R:3:forces:R:3
Ba 0.49336 0.98707 -1.26655 0.03 -0.45 1.21
P 2.59266 -1.30115 -1.17266 0.16 0.02 -0.35
C 2.56778 -1.37575 -3.03772 0.07 -0.11 -0.23
C 1.21909 -1.65771 -3.70328 0.03 -0.06 -0.32
N 0.08999 -1.05048 -3.26921 -0.14 -0.19 -0.03
C -1.08783 -1.34247 -3.86803 0.02 -0.26 -0.21
C -1.15872 -2.21186 -4.95943 0.17 0.08 0.00
C 0.00504 -2.79224 -5.44082 0.02 0.08 0.10
C 1.20663 -2.51802 -4.80323 -0.02 0.02 0.25
C -2.42038 -0.80376 -3.35272 0.07 -0.18 -0.02
P -2.38853 0.80874 -2.46177 -0.49 -0.14 -0.33
H 2.14273 -2.96235 -5.13473 -0.25 0.05 0.02
H -2.12388 -2.41919 -5.42033 0.27 0.04 0.12
H -0.02003 -3.45601 -6.29720 -0.02 0.03 0.05
H -3.12923 -0.70360 -4.19346 0.30 -0.14 0.21
H -2.87619 -1.55024 -2.67161 0.38 0.31 -0.19
H 2.98700 -0.41639 -3.42961 -0.30 -0.55 0.33
H 3.28844 -2.16753 -3.30857 -0.30 0.33 -0.26
H 0.95216 3.46056 -3.19891 0.61 -0.72 -0.06
O 1.53712 2.66279 -3.25772 0.04 0.56 -0.51
H 2.11025 2.76266 -4.03602 -0.32 0.03 0.42
H -0.52372 4.37673 -1.39927 0.10 0.03 -0.78
O -0.42463 4.18153 -2.35494 -0.53 0.70 0.69
H -0.84195 4.93823 -2.80749 0.19 -0.41 0.27
C -2.63817 1.97492 -3.86425 -0.08 0.30 -0.08
H -3.66085 1.90870 -4.26011 0.27 -0.02 0.00
H -2.46274 2.99994 -3.51058 -0.13 -0.26 -0.10
H -1.92005 1.79090 -4.67633 -0.15 -0.07 0.25
C -4.05737 0.73544 -1.71346 -0.11 0.11 0.26
H -4.17264 1.57694 -1.01768 -0.10 -0.20 -0.17
H -4.85446 0.77031 -2.47104 0.24 -0.04 0.21
H -4.14490 -0.19274 -1.12851 0.05 0.33 -0.14
C 2.62312 -3.06666 -0.66376 -0.17 -0.02 0.23
H 3.61876 -3.51462 -0.80189 -0.34 0.11 -0.06
H 2.36014 -3.09245 0.40398 0.12 -0.04 -0.27
H 1.85977 -3.65914 -1.19029 0.24 0.27 0.08
C 4.35328 -0.81515 -0.99803 0.17 0.01 0.14
H 4.51573 -0.46290 0.02996 0.09 -0.18 -0.25
H 5.01610 -1.66747 -1.21806 -0.08 0.41 0.04
H 4.57379 0.02462 -1.67759 -0.03 -0.32 0.24
N -0.24622 -0.37134 0.70460 0.22 0.65 0.94
P -0.23346 -0.03420 2.23788 -0.43 -0.45 -1.92
C 1.30962 0.87570 2.64857 0.04 0.24 0.15
C 2.43518 0.17460 3.11227 0.02 0.40 -0.30
C 3.71620 0.66579 2.85176 -0.29 0.33 0.15
C 3.86965 1.90110 2.21048 0.02 -0.15 -0.03
C 2.74872 2.67686 1.88962 -0.13 -0.09 0.10
C 1.46780 2.17075 2.12341 0.37 -0.21 0.00
C -1.70268 0.96466 2.70246 -0.29 0.04 0.11
C -2.50293 0.71145 3.83297 0.00 0.57 -0.16
C -3.60225 1.53436 4.11495 0.12 0.07 -0.39
C -3.92586 2.58523 3.24650 0.18 -0.11 0.04
C -3.18249 2.79211 2.07595 0.08 -0.31 0.18
C -2.09862 1.95758 1.78840 -0.29 0.24 0.49
C -0.22142 -1.35071 3.46957 0.12 -0.34 0.40
C -0.42439 -2.68281 3.09228 0.03 0.16 0.42
C -0.41405 -3.68045 4.07354 0.02 0.15 0.05
C -0.19685 -3.35058 5.41554 0.00 0.09 -0.16
C 0.01965 -2.02016 5.79114 -0.03 0.11 -0.28
C 0.01560 -1.02125 4.81431 -0.14 -0.49 0.04
H 2.31173 -0.74058 3.68964 0.03 0.05 -0.42
H 4.57683 0.08795 3.19328 -0.14 0.27 -0.18
H 4.86765 2.27014 1.98459 -0.17 -0.01 0.10
H 2.85680 3.68171 1.46975 0.11 -0.34 0.18
H 0.58786 2.79178 1.92487 0.21 -0.27 -0.09
H -2.27340 -0.11832 4.50356 -0.01 0.33 -0.23
H -4.20089 1.35388 5.01318 0.20 0.07 -0.39
H -4.76361 3.24282 3.47683 0.18 -0.18 -0.06
H -3.44457 3.60020 1.38785 -0.01 -0.27 0.23
H -1.57222 2.07586 0.83315 -0.08 -0.11 0.43
H -0.59026 -2.92136 2.04102 0.03 0.11 0.23
H -0.57971 -4.71937 3.78661 0.06 0.26 0.11
H -0.19147 -4.13295 6.17490 -0.01 0.19 -0.21
H 0.18788 -1.75203 6.83542 -0.03 -0.15 -0.29
H 0.18951 0.02141 5.09212 -0.04 -0.29 -0.03
```
Positions in Å, forces in eV/Å.

The net charge is +1. For the HOMO energy, the calculation gives -9.191 eV. As for the calculated total energy: -2437.27575 Eh. As for the energy above the lowest of the compared OMol25 structures with the same formula, charge and spin: 0.0 kJ/mol. The HOMO-LUMO gap is 6.45 eV. As for the spin multiplicity: 1.

---

Formula: H8O3S2
Source: the OMol25 dataset
Level of theory: ωB97M-V/def2-TZVPD

XYZ file:
```
13
Properties=species:S:1:pos:R:3:forces:R:3
S 2.44855 -4.56591 0.83389 1.44 -1.05 0.20
S 0.63208 -3.08835 0.53404 -1.58 1.31 -0.11
H 1.92349 -5.44985 -0.01761 -0.03 -0.04 -0.03
H 0.90171 -2.27271 -0.50691 0.14 -0.11 -0.01
H -1.27699 1.38041 -5.15673 -0.16 -0.41 0.17
H -2.12508 2.61751 -4.78763 -0.32 -0.15 0.22
O -1.30891 2.33199 -5.18988 0.49 0.56 -0.39
H -1.33071 3.32590 2.28201 0.62 -0.47 -0.23
H -2.61659 3.85298 2.70796 -0.43 -0.36 0.02
O -2.22708 3.01720 2.41402 -0.20 0.81 0.22
H 1.88818 -0.63824 2.99923 0.03 0.10 -0.37
H 1.21883 -0.46106 1.65723 -0.07 -0.41 -0.25
O 1.87251 -0.04988 2.23038 0.06 0.21 0.57
```
Positions in Å, forces in eV/Å.

The net charge is -1. For the HOMO energy (spin up / spin down), the calculation gives -1.146 / -3.926 eV. As for the calculated total energy: -1026.88191 Eh. As for the energy above the lowest of the compared OMol25 structures with the same formula, charge and spin: 18.6 kJ/mol. The HOMO-LUMO gap (spin up / spin down) is 3.82 / 6.58 eV. As for the spin multiplicity: 2.